Record 1
A structure of composition C25H17BrI2N2O5V in a non-equilibrium geometry. Source: the Open Molecules 2025 dataset; level of theory: ωB97M-V/def2-TZVPD.

Each line ends with the Mulliken charge.
Atoms and positions in Å:
H  -1.326  -0.113  -6.202  0.464
C  -1.131  -0.783  -5.377  -1.059
H  -0.720  -2.049  3.871  0.595
C  1.966  2.219  -0.353  0.898
O  0.159  -0.536  1.869  -0.236
O  -0.168  -1.435  -0.708  -0.599
C  3.681  3.249  -1.729  -0.904
C  -3.891  -0.977  0.520  -0.857
H  1.940  5.365  -1.591  0.485
C  2.734  -0.961  1.037  0.366
H  -0.696  -4.697  -6.932  0.273
C  0.443  4.492  -0.349  -1.091
C  -0.553  -1.217  -3.062  0.014
H  5.369  2.039  -2.182  0.431
C  0.821  -1.592  2.465  0.674
C  -0.647  -2.625  -3.242  -0.972
H  4.041  4.110  -2.276  0.457
I  -2.724  0.816  0.622  0.164
C  2.742  1.036  -0.322  0.144
O  -0.027  0.554  -1.500  -0.615
C  4.416  2.101  -1.677  -0.976
C  0.980  -3.377  4.003  -0.324
O  -1.112  -4.317  -4.937  -0.481
V  0.149  0.244  0.389  -0.205
C  3.940  0.975  -0.965  -0.672
C  1.620  4.484  -1.047  -0.561
C  -1.464  -4.223  -6.327  -0.237
H  -4.697  -0.780  1.215  0.451
H  -0.185  5.370  -0.307  0.432
H  -4.233  -1.035  -0.504  0.435
H  3.816  -3.153  2.153  0.522
C  2.819  -2.930  2.510  -0.659
O  -1.512  -2.812  -6.648  -0.455
H  0.560  -3.969  4.804  0.461
C  0.033  3.327  0.305  -0.111
H  3.815  -1.026  0.929  0.442
H  -0.703  0.740  -3.928  0.490
C  0.257  -2.309  3.489  -0.812
H  -2.448  -4.653  -6.488  0.274
C  2.244  -3.697  3.505  -0.325
C  2.432  3.327  -1.063  0.722
H  4.529  0.065  -0.955  0.455
C  -0.246  -0.716  -1.771  1.534
I  -2.946  -2.761  1.080  0.137
N  0.754  2.214  0.310  0.297
N  2.112  -0.022  0.411  0.504
C  -1.210  -2.149  -5.530  0.934
C  -0.969  -3.046  -4.490  0.745
H  -0.907  3.305  0.843  0.572
Br  3.170  -5.160  4.206  -0.098
H  -0.468  -3.314  -2.429  0.547
C  -0.787  -0.323  -4.110  -0.533
C  2.098  -1.863  1.968  -0.139

Output
- frontier orbital gap (spin up / spin down) (eV) = 5.656 / 6.001
- LUMO energy (spin up / spin down) (eV) = -7.6 / -7.3
- 2S+1 = 2
- DFT total energy (eV) = -151337.4690
- HOMO (spin up / spin down) (eV) = -13.28 / -13.29
- energy relative to the best compared isomer or geometry (same formula, charge and spin) (kcal per mole) = 7.4
- net charge = +2

Record 2
A structure of composition C41H46P2Sn in a non-equilibrium geometry. Source: the Open Molecules 2025 dataset; level of theory: ωB97M-V/def2-TZVPD.

Each line ends with the Mulliken charge.
Atoms and positions in Å:
H  0.559  -1.183  7.063  0.428
H  -1.973  -1.451  -5.060  0.500
C  -0.768  -0.131  4.094  0.544
H  0.627  -1.706  -5.171  0.488
H  -2.861  -0.572  5.845  0.370
H  -2.667  -2.823  -1.452  0.176
C  -2.280  1.964  -0.509  -0.461
C  -0.249  -1.281  -1.140  -1.139
H  -2.866  4.001  -0.868  0.424
H  2.108  2.874  0.868  0.053
H  2.623  0.206  2.292  0.359
C  -4.560  2.667  -0.956  -0.620
H  -4.413  -0.699  -0.356  0.402
C  -4.974  1.337  -0.827  -0.714
H  -1.932  -2.088  5.640  0.344
H  1.836  -0.522  -3.647  0.979
C  -3.208  2.969  -0.780  -0.562
H  -3.659  -3.781  3.326  0.422
H  -0.571  -2.168  -1.724  0.649
H  0.538  -2.078  5.511  0.365
H  0.223  1.644  5.897  0.337
H  2.662  5.068  -0.024  0.430
H  -4.059  -4.774  -0.844  0.429
H  -1.820  -1.170  7.169  0.462
C  -4.062  0.324  -0.516  -0.344
H  0.459  2.211  -5.806  0.343
H  -6.023  1.087  -0.954  0.420
H  -2.027  2.630  -5.006  0.513
H  -1.562  1.668  5.977  0.381
C  -2.897  -3.025  -0.407  -0.068
Sn  0.159  1.002  1.060  0.512
H  -5.275  3.456  -1.197  0.375
C  0.996  0.034  -4.046  0.154
H  6.446  -3.389  1.119  0.365
C  5.923  -1.410  0.422  -0.606
H  -1.091  -2.161  -3.727  0.160
H  2.340  1.997  2.557  0.421
H  3.764  0.986  -2.650  0.413
C  -1.917  -1.080  6.080  -1.757
H  1.384  0.785  3.476  -0.030
C  4.306  -3.096  1.062  -0.637
H  0.091  3.250  -4.416  0.302
C  3.541  1.889  -2.072  -0.369
C  2.910  4.179  -0.605  -0.786
H  1.707  1.916  -3.356  -0.331
C  -0.664  1.088  6.230  -1.604
C  -1.253  -1.214  -4.255  -1.074
C  -1.412  1.739  -4.822  -1.217
C  -1.870  -0.219  -3.321  -0.340
C  -0.705  -0.293  5.558  2.517
C  -1.900  1.098  -3.555  0.106
H  5.117  0.489  -0.233  0.310
C  -3.933  -4.406  1.286  -0.533
H  -1.219  2.275  -0.405  -0.204
C  0.083  -0.783  -4.911  -1.477
C  -2.400  -2.173  0.590  0.219
C  0.558  -1.081  5.967  -1.505
P  2.201  0.107  -0.365  0.788
P  -1.488  -0.727  0.061  0.785
H  2.227  -2.522  0.900  0.352
H  3.794  5.285  -2.233  0.396
H  -2.473  -0.648  -2.515  0.930
C  3.847  3.153  -2.569  -0.324
C  0.947  1.370  -3.907  0.224
H  1.630  -1.475  -2.082  1.085
C  -2.688  0.614  -0.399  0.941
H  4.320  3.233  -3.547  0.379
C  -3.669  -4.133  -0.060  -0.723
H  -0.131  -0.263  -5.852  0.353
H  -0.619  0.971  7.319  0.411
H  6.959  -1.094  0.301  0.389
C  1.895  0.995  2.533  -1.154
H  4.079  -4.092  1.435  0.400
C  4.897  -0.527  0.100  -0.353
C  5.637  -2.694  0.894  -0.498
H  1.469  -0.554  5.650  0.340
C  0.064  2.208  -4.774  -1.053
C  3.265  -2.226  0.744  -0.317
H  -2.407  1.776  -2.878  0.306
H  -2.243  -1.782  2.700  0.036
H  -4.533  -5.281  1.549  0.356
C  -0.822  0.053  2.872  -1.965
C  1.079  -0.921  -1.305  -0.838
C  3.542  4.302  -1.839  -0.633
C  -3.435  -3.559  2.282  -0.513
C  2.585  2.925  -0.110  -0.181
C  2.839  1.757  -0.862  0.747
H  -1.544  1.065  -5.675  0.355
C  -2.668  -2.446  1.945  -0.288
C  3.556  -0.947  0.216  -0.025

Output
- frontier orbital gap (eV) = 5.968
- LUMO energy (eV) = -0.1
- 2S+1 = 1
- DFT total energy (eV) = -67664.0992
- HOMO (eV) = -6.05
- net charge = 0

Record 3
A structure of composition ClLi3 in a non-equilibrium geometry. Source: the Open Molecules 2025 dataset; level of theory: ωB97M-V/def2-TZVPD.

Each line ends with the Mulliken charge.
Atoms and positions in Å:
Li  1.463  -0.285  0.600  0.908
Cl  -0.363  -1.216  -0.349  -0.829
Li  -0.547  0.763  -1.959  0.976
Li  -0.553  0.738  1.707  0.945

Output
- frontier orbital gap (eV) = 9.589
- LUMO energy (eV) = -10.4
- 2S+1 = 1
- DFT total energy (eV) = -13122.6359
- HOMO (eV) = -19.97
- energy relative to the best compared isomer or geometry (same formula, charge and spin) (kcal per mole) = 53.7
- net charge = +2

Question: What is the formula in the third record?
Answer: ClLi3

What did the first record say?
A structure of composition C25H17BrI2N2O5V in a non-equilibrium geometry. Source: the Open Molecules 2025 dataset; level of theory: ωB97M-V/def2-TZVPD.

Each line ends with the Mulliken charge.
Atoms and positions in Å:
H  -1.326  -0.113  -6.202  0.464
C  -1.131  -0.783  -5.377  -1.059
H  -0.720  -2.049  3.871  0.595
C  1.966  2.219  -0.353  0.898
O  0.159  -0.536  1.869  -0.236
O  -0.168  -1.435  -0.708  -0.599
C  3.681  3.249  -1.729  -0.904
C  -3.891  -0.977  0.520  -0.857
H  1.940  5.365  -1.591  0.485
C  2.734  -0.961  1.037  0.366
H  -0.696  -4.697  -6.932  0.273
C  0.443  4.492  -0.349  -1.091
C  -0.553  -1.217  -3.062  0.014
H  5.369  2.039  -2.182  0.431
C  0.821  -1.592  2.465  0.674
C  -0.647  -2.625  -3.242  -0.972
H  4.041  4.110  -2.276  0.457
I  -2.724  0.816  0.622  0.164
C  2.742  1.036  -0.322  0.144
O  -0.027  0.554  -1.500  -0.615
C  4.416  2.101  -1.677  -0.976
C  0.980  -3.377  4.003  -0.324
O  -1.112  -4.317  -4.937  -0.481
V  0.149  0.244  0.389  -0.205
C  3.940  0.975  -0.965  -0.672
C  1.620  4.484  -1.047  -0.561
C  -1.464  -4.223  -6.327  -0.237
H  -4.697  -0.780  1.215  0.451
H  -0.185  5.370  -0.307  0.432
H  -4.233  -1.035  -0.504  0.435
H  3.816  -3.153  2.153  0.522
C  2.819  -2.930  2.510  -0.659
O  -1.512  -2.812  -6.648  -0.455
H  0.560  -3.969  4.804  0.461
C  0.033  3.327  0.305  -0.111
H  3.815  -1.026  0.929  0.442
H  -0.703  0.740  -3.928  0.490
C  0.257  -2.309  3.489  -0.812
H  -2.448  -4.653  -6.488  0.274
C  2.244  -3.697  3.505  -0.325
C  2.432  3.327  -1.063  0.722
H  4.529  0.065  -0.955  0.455
C  -0.246  -0.716  -1.771  1.534
I  -2.946  -2.761  1.080  0.137
N  0.754  2.214  0.310  0.297
N  2.112  -0.022  0.411  0.504
C  -1.210  -2.149  -5.530  0.934
C  -0.969  -3.046  -4.490  0.745
H  -0.907  3.305  0.843  0.572
Br  3.170  -5.160  4.206  -0.098
H  -0.468  -3.314  -2.429  0.547
C  -0.787  -0.323  -4.110  -0.533
C  2.098  -1.863  1.968  -0.139

Output
- frontier orbital gap (spin up / spin down) (eV) = 5.656 / 6.001
- LUMO energy (spin up / spin down) (eV) = -7.6 / -7.3
- 2S+1 = 2
- DFT total energy (eV) = -151337.4690
- HOMO (spin up / spin down) (eV) = -13.28 / -13.29
- energy relative to the best compared isomer or geometry (same formula, charge and spin) (kcal per mole) = 7.4
- net charge = +2